Entry 1:
C37H55BBr39F4IN3O5 | ωB97M-V with the def2-TZVPD basis set

Geometry as XYZ:
```
145
Properties=species:S:1:pos:R:3:mulliken_charge:R:1
C 0.71 -2.46 2.37 -1.19
C 0.53 -1.33 1.70 -0.94
C 0.23 0.03 0.83 1.56
B 1.46 1.04 1.21 1.05
O 2.20 1.85 0.22 -0.40
O 1.97 1.17 2.59 -0.60
C 3.28 0.49 2.54 0.25
N 0.38 -0.37 -0.60 0.86
C -0.93 -0.50 -1.34 0.13
F -1.74 -1.62 -0.82 -0.62
C -0.46 -0.96 -2.80 -1.14
C -1.52 -1.10 -3.98 -0.43
C -2.89 -1.89 -3.67 0.60
C -3.93 -1.48 -4.88 -0.10
C -5.48 -1.73 -4.50 -0.42
C -6.02 -0.81 -3.28 -0.03
C -7.63 -0.87 -3.07 -0.46
C -7.99 -0.91 -1.47 -0.31
C -8.85 0.41 -1.01 -1.01
C -1.64 0.95 -1.20 0.45
N -2.91 0.88 -1.97 -0.06
C -0.57 2.06 -1.71 -0.94
C -1.17 3.21 -2.67 -0.20
C -0.21 4.48 -2.88 0.07
F -0.59 5.43 -3.92 -0.31
C 0.99 4.79 -2.12 0.24
F 2.23 4.15 -2.44 -0.12
F 0.86 5.80 -1.07 -0.19
N -2.09 1.18 0.25 -0.40
I -2.60 3.17 0.64 0.40
C -1.24 0.52 1.30 -0.07
C -1.19 1.23 2.75 -1.33
O -2.49 1.18 3.45 -0.31
C -2.37 0.49 4.73 -0.45
O -2.59 -0.92 4.49 -0.17
C -3.96 -1.14 3.98 0.03
C -4.46 -2.66 4.15 0.25
O -4.51 -3.36 2.84 -0.49
H 0.54 -3.32 3.12 0.45
H 2.54 1.22 -0.46 -0.11
H 4.17 1.21 2.72 -0.12
H 3.46 -0.02 1.50 -0.25
H 3.38 -0.36 3.31 0.18
H 0.96 -1.23 -0.73 0.00
H 0.02 -2.02 -2.66 0.55
H 0.43 -0.33 -3.22 -0.20
H -1.71 -0.04 -4.43 0.23
H -1.00 -1.68 -4.85 0.14
H -2.76 -3.03 -3.74 0.21
H -3.42 -1.56 -2.70 -0.32
H -3.80 -0.33 -5.01 0.17
H -3.61 -1.94 -5.90 -0.18
H -5.66 -2.85 -4.37 0.05
H -6.10 -1.41 -5.44 0.23
H -5.53 -1.21 -2.31 0.01
H -5.75 0.31 -3.48 0.05
H -8.12 -1.83 -3.51 0.27
H -8.17 0.07 -3.49 0.32
H -8.60 -1.87 -1.21 0.30
H -7.05 -0.94 -0.81 0.16
H -8.13 1.32 -1.05 0.21
H -9.10 0.24 0.11 0.32
H -9.80 0.56 -1.64 0.31
H -2.81 1.07 -2.98 0.26
H -3.66 1.48 -1.61 0.46
H 0.33 1.60 -2.30 0.29
H -0.03 2.62 -0.83 0.18
H -2.25 3.52 -2.36 0.33
H -1.30 2.72 -3.72 0.20
H -3.03 0.70 0.29 0.85
H -1.78 -0.50 1.54 0.25
H -0.51 0.53 3.40 0.52
H -0.69 2.26 2.79 0.37
H -1.43 0.75 5.33 0.35
H -3.27 0.86 5.37 0.31
H -4.05 -0.86 2.86 -0.05
H -4.74 -0.47 4.53 0.38
H -3.87 -3.28 4.92 -0.48
H -5.56 -2.66 4.52 0.26
H -3.77 -4.02 2.86 0.30
C 5.66 2.59 -2.60 -0.38
Br 5.73 3.97 -1.24 -0.05
Br 7.44 2.05 -3.17 -0.01
Br 4.60 1.07 -2.03 0.09
H 5.17 3.01 -3.47 0.38
C 11.31 2.26 -1.85 -0.23
Br 11.75 1.13 -0.34 0.00
Br 12.71 3.55 -2.23 -0.01
Br 10.85 1.21 -3.42 -0.06
H 10.42 2.83 -1.58 0.26
C -5.90 -2.28 -9.04 -0.35
Br -5.30 -3.64 -7.79 -0.01
Br -7.82 -2.31 -9.28 -0.01
Br -5.27 -0.51 -8.54 -0.05
H -5.45 -2.51 -10.01 0.40
C 1.27 -1.38 -7.61 -0.43
Br 1.91 -0.19 -6.21 0.00
Br -0.65 -1.60 -7.55 0.03
Br 1.88 -0.82 -9.37 -0.03
H 1.72 -2.36 -7.42 0.43
C -3.86 -5.31 7.39 -0.36
Br -3.41 -6.43 8.91 -0.04
Br -2.47 -4.01 7.02 -0.01
Br -4.31 -6.36 5.82 -0.02
H -4.76 -4.75 7.67 0.40
C -4.68 -5.92 -3.04 -0.46
Br -4.05 -4.73 -1.65 0.05
Br -6.61 -6.14 -2.98 0.01
Br -4.08 -5.36 -4.80 -0.05
H -4.24 -6.90 -2.85 0.44
C 4.53 -0.24 6.92 -0.40
Br 5.62 0.61 5.56 0.06
Br 2.71 0.42 6.91 -0.01
Br 4.59 -2.18 6.78 -0.03
H 4.96 0.02 7.89 0.37
C 7.41 4.66 4.80 -0.35
Br 9.17 5.35 4.36 -0.03
Br 6.77 3.41 3.46 -0.01
Br 7.36 3.90 6.59 -0.01
H 6.72 5.51 4.80 0.42
C 5.10 -2.62 -0.15 -0.37
Br 3.33 -1.86 -0.41 0.10
Br 6.38 -1.94 -1.44 -0.01
Br 5.73 -2.38 1.67 -0.01
H 5.02 -3.69 -0.32 0.39
C -7.74 -10.09 -4.52 -0.32
Br -9.51 -9.33 -4.77 0.00
Br -6.47 -9.39 -5.81 0.00
Br -7.11 -9.87 -2.70 -0.03
H -7.82 -11.16 -4.70 0.35
C 11.33 6.06 7.74 0.14
Br 12.14 4.36 8.18 0.02
Br 9.81 6.46 8.89 -0.01
Br 12.63 7.50 7.74 -0.01
H 10.95 5.98 6.72 -0.10
C 14.88 2.02 9.76 0.29
Br 15.17 0.24 9.06 -0.01
Br 14.14 1.98 11.56 0.00
Br 16.48 3.11 9.66 0.00
H 14.13 2.50 9.12 -0.33
C -1.02 8.92 -0.67 -0.27
Br -0.38 9.29 1.12 0.00
Br -2.41 7.56 -0.67 0.00
Br -1.59 10.53 -1.58 -0.01
H -0.18 8.51 -1.24 0.27
```

Net charge: +1
Molecular weight: 3951.83 g mol⁻¹
HOMO: -10.89 eV
Kohn-Sham gap: 6.21 eV
Calculated total energy: -2805248.087 eV


Entry 2:
C37H55BF4I2N3O21P2S2 | ωB97M-V with the def2-TZVPD basis set

Geometry as XYZ:
```
127
Properties=species:S:1:pos:R:3:mulliken_charge:R:1
C 1.31 -2.19 4.09 -1.59
C 1.41 -1.34 2.95 -0.54
C 1.61 -0.28 1.66 1.10
C 1.95 -1.55 0.61 0.23
C 3.43 -2.22 0.72 -1.03
N 2.88 0.36 1.96 0.97
F 3.50 -0.28 2.97 -0.33
C 2.86 1.90 2.22 0.45
C 4.45 2.48 2.34 -0.19
C 5.03 3.46 3.40 -0.57
C 6.23 4.48 2.82 -0.84
I 8.16 4.08 3.87 0.03
P 2.35 2.08 3.94 1.12
O 1.32 0.93 4.82 -0.53
O 3.61 1.64 5.15 -0.58
S 1.87 3.72 4.92 -0.31
C 2.22 2.40 0.73 0.01
C 3.19 1.71 -0.46 -1.35
I 3.47 2.80 -2.41 0.46
C 4.75 1.26 -0.37 0.31
C 5.10 0.33 -1.72 -0.84
N 2.38 3.83 0.83 2.15
C 2.04 4.76 1.89 -0.06
O 0.85 5.26 2.34 -0.44
F 3.09 5.67 2.50 -0.28
C 3.17 4.77 0.08 -0.06
O 2.64 5.95 -0.39 -0.44
F 4.66 4.93 -0.14 -0.26
N 0.79 1.84 0.37 2.22
C 0.46 1.60 -1.07 -0.63
C 0.75 0.48 -2.16 -0.74
O -0.18 -0.25 -2.85 -0.53
B -0.24 3.02 0.31 -0.77
C -0.18 4.44 -0.59 -0.62
O -1.64 3.14 0.68 0.18
C 0.28 0.66 1.26 1.44
C -0.67 -0.45 0.55 -1.52
C -2.19 -0.30 0.07 -0.31
O -2.77 0.26 -0.99 -0.51
F -3.26 -1.09 0.82 -0.36
P -0.89 1.07 2.69 0.50
O -0.72 2.63 3.50 -0.55
O -2.63 1.31 2.37 -0.27
S -1.45 -0.38 3.91 -0.30
H 1.03 -2.50 5.20 0.38
H 1.84 -1.30 -0.51 -0.05
H 1.20 -2.47 0.77 -0.16
H 3.41 -3.23 0.09 0.53
H 4.32 -1.57 0.28 0.03
H 3.69 -2.56 1.83 0.23
H 5.15 1.51 2.38 0.29
H 4.79 3.04 1.38 -0.77
H 5.67 2.84 4.20 0.65
H 4.41 4.19 4.04 0.02
H 6.47 4.33 1.69 0.32
H 5.98 5.61 3.01 0.45
H 0.62 1.39 5.35 0.40
H 4.37 1.17 4.75 0.36
H 2.83 0.58 -0.66 -1.09
H 5.02 0.50 0.49 -0.07
H 5.53 2.16 -0.46 0.41
H 4.16 -0.14 -2.22 0.18
H 5.76 -0.62 -1.39 0.40
H 5.82 0.90 -2.48 0.38
H 0.77 2.49 -1.82 0.83
H -0.73 1.65 -1.24 0.42
H 1.85 0.21 -2.55 0.00
H 0.78 4.52 -1.25 0.10
H -0.34 5.40 0.05 0.42
H -1.04 4.48 -1.42 0.20
H -1.83 3.92 1.29 0.32
H -0.30 -1.04 -0.39 0.54
H -0.72 -1.35 1.34 0.85
H -1.20 2.56 4.40 0.43
H -3.08 1.66 3.18 0.32
C -2.29 -5.10 0.89 -1.54
C -0.98 -5.65 0.37 0.92
C -0.38 -6.70 1.26 -0.64
O 0.97 -6.70 0.84 -0.33
C 1.23 -5.41 0.43 0.46
O 2.34 -4.97 0.20 -0.54
O 0.06 -4.69 0.33 -0.27
H -2.78 -4.50 0.11 0.32
H -2.97 -5.91 1.17 0.37
H -2.14 -4.44 1.75 0.47
H -1.12 -6.03 -0.65 -0.02
H -0.84 -7.68 1.13 0.36
H -0.40 -6.43 2.33 0.33
C -5.51 2.39 -0.18 -1.05
C -6.47 2.22 0.98 0.56
C -7.89 2.53 0.62 -0.53
O -8.46 2.76 1.90 -0.31
C -7.45 3.28 2.66 0.58
O -7.61 3.80 3.75 -0.56
O -6.24 3.14 2.03 -0.30
H -4.53 1.96 0.07 -0.12
H -5.88 1.87 -1.07 0.40
H -5.34 3.44 -0.43 0.35
H -6.37 1.21 1.40 0.25
H -8.38 1.70 0.11 0.34
H -8.00 3.45 0.03 0.32
C -6.89 -6.98 -1.63 -1.40
C -5.58 -7.54 -2.15 0.49
C -4.98 -8.58 -1.26 -0.51
O -3.63 -8.58 -1.68 -0.31
C -3.37 -7.30 -2.09 0.67
O -2.26 -6.86 -2.32 -0.61
O -4.54 -6.58 -2.19 -0.30
H -7.38 -6.39 -2.41 0.35
H -7.57 -7.80 -1.35 0.37
H -6.74 -6.33 -0.77 0.34
H -5.72 -7.92 -3.17 0.26
H -5.44 -9.56 -1.39 0.34
H -5.00 -8.31 -0.19 0.30
C -0.18 0.91 -6.19 -1.36
C 0.83 1.96 -6.62 0.53
C 1.44 1.69 -7.96 -0.56
O 2.61 2.48 -7.91 -0.32
C 2.99 2.49 -6.59 0.49
O 4.06 2.88 -6.18 -0.53
O 1.99 1.99 -5.79 -0.16
H -0.73 1.25 -5.31 0.26
H -0.90 0.73 -6.99 0.42
H 0.30 -0.04 -5.92 0.35
H 0.37 2.95 -6.57 0.24
H 0.78 2.00 -8.78 0.34
H 1.73 0.65 -8.11 0.33
```

Net charge: +1
Energy above the lowest of the compared OMol25 structures with the same formula, charge and spin: 13.284 eV
Molecular weight: 1344.54 g mol⁻¹
HOMO: -10.64 eV
Kohn-Sham gap: 5.91 eV
Calculated total energy: -154691.975 eV